Record 1
# C20H16FNNaO6

A molecular structure, C20H16FNNaO6 at a distorted geometry (ωB97M-V/def2-TZVPD, the OMol25 dataset).

Summary:
2S+1 = 1
Charge = +1
Frontier orbital gap = 6.2493 eV

Positions of all 45 atoms, in Å:
C  -2.90  3.33  1.27
C  -1.89  2.33  1.24
C  -0.43  1.59  0.91
C  0.62  1.36  2.18
C  0.23  1.81  3.71
C  2.06  0.64  1.79
C  2.42  0.14  0.23
C  1.34  0.34  -1.03
C  1.69  -0.19  -2.56
O  2.31  -1.40  -2.61
N  1.38  0.55  -3.84
C  0.49  -0.23  -4.78
O  0.00  -1.46  -4.58
F  0.11  0.43  -6.08
C  -0.10  1.11  -0.65
C  -1.27  1.43  -1.76
C  -2.61  0.50  -1.63
C  -2.39  -1.08  -2.03
O  -1.38  -1.78  -1.23
C  -1.97  -2.55  -0.12
C  -2.20  -1.95  1.42
O  -2.32  -3.84  -0.29
C  3.91  -0.56  0.05
O  4.71  -0.41  -1.01
C  4.42  -1.46  1.37
C  4.09  -1.02  2.78
C  3.18  0.37  2.98
O  3.37  1.17  4.05
H  -3.67  4.24  1.33
H  -0.92  2.07  3.85
H  0.90  2.69  4.08
H  0.40  0.84  4.39
H  2.23  0.93  -4.31
H  -0.92  1.42  -2.87
H  -1.62  2.55  -1.55
H  -3.39  0.93  -2.43
H  -3.17  0.64  -0.59
H  -2.18  -1.10  -3.20
H  -3.42  -1.65  -1.88
H  -3.34  -1.68  1.59
H  -1.50  -1.03  1.65
H  -1.93  -2.79  2.19
H  5.05  -2.44  1.25
H  4.44  -1.64  3.73
Na  -3.85  -3.16  3.00

Atom charges from the Mulliken analysis, given in e for atoms 1 to 6: atom 1 (C): -0.456, atom 2 (C): -0.828, atom 3 (C): 0.380, atom 4 (C): 0.452, atom 5 (C): -0.945, atom 6 (C): 0.131

Record 2
# C6H10

A molecular structure, C6H10 at a distorted geometry (ωB97M-V/def2-TZVPD, the OMol25 dataset).

Summary:
Energy relative to the best compared isomer or geometry (same formula, charge and spin) = 453.65 kJ/mol
2S+1 = 1
Charge = 0
Frontier orbital gap = 8.6639 eV

Positions of all 16 atoms, in Å:
C  0.02  1.53  0.17
C  0.63  0.64  -1.56
C  -0.17  -0.50  -0.95
C  0.50  -1.39  0.14
C  -0.45  -0.78  1.20
C  -0.87  0.28  0.18
H  0.87  1.53  0.86
H  -0.50  2.50  0.25
H  0.28  1.70  -1.16
H  1.71  0.51  -1.47
H  -0.78  -1.07  -1.65
H  0.41  -2.48  0.01
H  1.55  -1.16  0.31
H  0.01  -0.41  2.13
H  -1.28  -1.44  1.47
H  -1.93  0.52  0.08

Atom charges from the Mulliken analysis, given in e for atoms 1 to 6: atom 1 (C): -0.871, atom 2 (C): -0.934, atom 3 (C): 0.079, atom 4 (C): -0.688, atom 5 (C): -0.783, atom 6 (C): 0.010

Record 3
# C3H3NO3

C3H3NO3 in the gas phase (ωB97M-V/def2-TZVPD, the OMol25 dataset).

Summary:
Energy relative to the best compared isomer or geometry (same formula, charge and spin) = 157.45 kJ/mol
2S+1 = 1
Charge = 0
Structure (SMILES) = [H]/N=C(/C=O)OC=O
Frontier orbital gap = 10.4925 eV

Positions of all 10 atoms, in Å:
H  -0.45  1.96  -1.57
N  -1.07  1.45  -0.92
C  -0.47  0.48  -0.39
C  -1.25  -0.42  0.53
O  -0.79  -1.42  1.01
O  0.78  0.05  -0.71
C  1.60  -0.53  0.24
O  1.86  -0.04  1.29
H  -2.29  -0.09  0.69
H  2.03  -1.45  -0.18

Atom charges from the Mulliken analysis, given in e for atoms 1 to 6: atom 1 (H): 0.281, atom 2 (N): -0.611, atom 3 (C): 0.479, atom 4 (C): 0.155, atom 5 (O): -0.458, atom 6 (O): -0.337

Record 4
# C4H12N2O2

2 unconnected molecules or ions with the total composition C4H12N2O2 at a distorted geometry (ωB97M-V/def2-TZVPD, the OMol25 dataset).

Summary:
Energy relative to the best compared isomer or geometry (same formula, charge and spin) = 120.63 kJ/mol
2S+1 = 2
Charge = -1
Frontier orbital gap (spin up / spin down) = 2.7747 / 9.1548 eV

Positions of all 20 atoms, in Å:
C  -0.64  1.61  0.01
N  0.61  0.95  0.47
C  0.74  0.08  -1.98
C  1.09  -0.06  -0.49
C  0.92  -1.49  0.00
N  0.48  -1.64  1.27
O  1.16  -2.42  -0.75
H  -1.43  0.89  -0.16
H  -0.98  2.18  0.87
H  -0.43  2.11  -0.94
H  1.31  1.68  0.56
H  0.88  1.12  -2.22
H  -0.21  -0.30  -2.35
H  1.54  -0.36  -2.58
H  2.16  0.11  -0.57
H  0.07  -2.55  1.44
H  -0.14  -0.89  1.57
H  -2.16  -0.34  2.77
H  -2.89  -0.25  1.28
O  -2.10  -0.43  1.81

Atom charges from the Mulliken analysis, given in e for atoms 1 to 6: atom 1 (C): -1.774, atom 2 (N): -0.491, atom 3 (C): -1.733, atom 4 (C): 1.000, atom 5 (C): -0.447, atom 6 (N): -0.654